1.
The following is a quantum chemistry calculation of a structure of composition C6F18InO18S6, from the OMol25 dataset.

XYZ file:
```
49
C6F18InO18S6 (ωB97M-V/def2-TZVPD)
In 0.280 -0.624 -0.699
C 4.132 2.027 -0.371
F 5.195 1.461 0.190
F 3.323 2.573 0.514
F 4.586 3.044 -1.138
S 3.223 0.839 -1.455
O 1.895 1.386 -1.716
O 4.089 0.692 -2.590
O 3.060 -0.395 -0.669
C 1.822 1.984 3.206
F 3.016 1.507 2.819
F 1.955 2.475 4.444
F 1.479 2.958 2.368
S 0.551 0.605 3.200
O 0.836 -0.214 2.006
O 0.802 -0.054 4.461
O -0.733 1.234 3.148
C -5.015 -0.359 -0.727
F -4.561 0.499 -1.620
F -6.068 0.138 -0.060
F -5.513 -1.438 -1.388
S -3.703 -0.944 0.506
O -4.117 -2.272 0.878
O -2.427 -0.865 -0.228
O -3.751 0.010 1.578
C 0.671 -4.060 2.907
F 1.409 -3.024 3.325
F 1.503 -4.917 2.295
F 0.185 -4.681 3.985
S -0.651 -3.349 1.828
O -1.559 -4.453 1.654
O -1.179 -2.207 2.498
O 0.102 -2.985 0.600
C -0.992 4.536 -0.117
F -1.990 5.425 -0.117
F -0.249 4.656 -1.222
F -0.171 4.803 0.914
S -1.737 2.793 0.071
O -2.369 2.818 1.349
O -2.643 2.688 -1.049
O -0.536 1.943 -0.042
C 0.367 -2.452 -5.169
F 0.916 -3.653 -5.314
F 0.596 -1.734 -6.273
F -0.955 -2.529 -5.025
S 1.136 -1.601 -3.692
O 1.044 -2.507 -2.537
O 2.470 -1.321 -4.122
O 0.274 -0.455 -3.402
```

Relative energy (zero: lowest compared OMol25 entry of this formula, charge and spin) in kJ/mol: 0.0
Charge: -3

These are the Löwdin partial charges, in e, on atoms 1 to 4: number 1, In, carries 1.466; number 2, C, carries -0.663; number 3, F, carries 0.141; number 4, F, carries 0.148



2.
The following is a quantum chemistry calculation of a structure of composition C6H10, from the OMol25 dataset.

XYZ file:
```
16
C6H10 (ωB97M-V/def2-TZVPD)
C -1.801 0.744 0.228
C -0.447 0.858 -0.043
C 0.099 0.324 -1.199
C 1.470 -0.263 -1.012
C 0.907 -0.793 0.276
C 0.522 0.439 1.064
H -2.510 0.643 -0.592
H -1.460 -0.888 0.546
H -2.213 1.092 1.173
H -0.490 0.158 -2.100
H 1.709 -1.029 -1.754
H 2.308 0.444 -0.924
H -0.700 -1.348 0.400
H 1.230 -1.743 0.696
H 1.366 1.120 1.232
H 0.012 0.242 2.010
```

Relative energy (zero: lowest compared OMol25 entry of this formula, charge and spin) in kJ/mol: 502.8
Charge: 0

These are the Löwdin partial charges, in e, on atoms 1 to 4: number 1, C, carries -0.047; number 2, C, carries -0.406; number 3, C, carries -0.052; number 4, C, carries -0.183



3.
The following is a quantum chemistry calculation of a cluster of 2 separate species, C6H10 in total, from the OMol25 dataset.

XYZ file:
```
16
C6H10 (ωB97M-V/def2-TZVPD)
C 0.942 1.161 -1.269
C 1.801 0.131 -1.080
C 0.492 0.163 -0.344
C 0.857 0.372 1.818
C -1.942 -0.346 -0.066
C -0.603 -0.821 -0.535
H 0.673 1.836 -1.990
H 2.875 -0.018 -1.258
H 0.691 1.407 1.980
H 1.812 0.016 1.773
H 0.104 -0.305 2.136
H -1.881 0.180 0.938
H -2.444 -1.171 0.215
H -2.382 0.333 -0.731
H -0.669 -1.101 -1.647
H -0.327 -1.837 0.059
```

Relative energy (zero: lowest compared OMol25 entry of this formula, charge and spin) in kJ/mol: 546.5
Charge: 0

These are the Löwdin partial charges, in e, on atoms 1 to 4: number 1, C, carries 0.002; number 2, C, carries 0.033; number 3, C, carries -0.312; number 4, C, carries 0.061



4.
The following is a quantum chemistry calculation of an isolated molecule of C6H10, from the OMol25 dataset.

XYZ file:
```
16
C6H10 (ωB97M-V/def2-TZVPD)
C 1.472 0.803 -2.129
C 1.178 0.756 -0.843
C 0.307 0.347 0.040
C -0.786 -0.410 -1.240
C 0.186 0.403 1.559
C -0.180 -0.981 2.092
H 2.024 0.004 -2.622
H 1.111 1.607 -2.770
H -0.922 0.535 -1.740
H -1.737 -0.974 -1.412
H -0.001 -1.063 -1.583
H -0.596 1.123 1.839
H 1.094 0.762 2.078
H -1.050 -1.347 1.541
H 0.641 -1.688 1.933
H -0.419 -0.967 3.161
```

Relative energy (zero: lowest compared OMol25 entry of this formula, charge and spin) in kJ/mol: 380.8
Charge: 0
SMILES string: C=C=C(C)CC

These are the Löwdin partial charges, in e, on atoms 1 to 4: number 1, C, carries -0.024; number 2, C, carries -0.142; number 3, C, carries -0.151; number 4, C, carries 0.001



5.
The following is a quantum chemistry calculation of an isolated molecule of C6H10, from the OMol25 dataset.

XYZ file:
```
16
C6H10 (ωB97M-V/def2-TZVPD)
C 1.225 -0.723 -1.624
C 1.027 0.470 -1.054
C 0.956 0.651 0.474
C -0.527 0.316 0.701
C -1.124 0.736 -0.426
C -1.109 -0.755 1.537
H 1.423 -1.594 -1.001
H 1.065 -0.892 -2.686
H 0.952 1.353 -1.688
H 1.322 1.624 0.819
H 1.566 -0.134 0.927
H -1.070 1.794 -0.232
H -1.908 0.236 -0.971
H -0.870 -0.603 2.594
H -2.204 -0.761 1.431
H -0.725 -1.717 1.198
```

Relative energy (zero: lowest compared OMol25 entry of this formula, charge and spin) in kJ/mol: 379.4
Charge: 0
SMILES string: C=CCC(=C)C

These are the Löwdin partial charges, in e, on atoms 1 to 4: number 1, C, carries -0.034; number 2, C, carries -0.234; number 3, C, carries -0.135; number 4, C, carries -0.364



6.
The following is a quantum chemistry calculation of an isolated molecule of C6H10, from the OMol25 dataset.

XYZ file:
```
16
C6H10 (ωB97M-V/def2-TZVPD)
C 2.137 -0.582 -0.193
C 0.901 -0.139 -0.859
C -0.800 1.962 0.603
C -1.177 0.709 0.834
C -1.502 -0.249 -0.270
C -0.224 -1.042 -0.534
H 2.571 0.272 0.324
H 2.866 -0.837 -0.961
H 2.085 -1.419 0.514
H -0.448 2.590 1.408
H -0.837 2.415 -0.383
H -1.125 0.290 1.840
H -2.322 -0.923 -0.007
H -1.778 0.309 -1.167
H -0.327 -1.650 -1.446
H -0.030 -1.744 0.294
```

Relative energy (zero: lowest compared OMol25 entry of this formula, charge and spin) in kJ/mol: 388.8
Charge: 0

These are the Löwdin partial charges, in e, on atoms 1 to 4: number 1, C, carries -0.163; number 2, C, carries -0.001; number 3, C, carries -0.005; number 4, C, carries -0.207



7.
The following is a quantum chemistry calculation of an isolated molecule of C6H10, from the OMol25 dataset.

XYZ file:
```
16
C6H10 (ωB97M-V/def2-TZVPD)
C -0.096 -1.311 1.017
C 0.962 -0.528 0.285
C 0.767 -0.036 -1.132
C -0.621 0.491 -1.315
C -0.893 1.106 0.649
C 0.048 0.155 1.287
H -1.002 -1.615 0.498
H 0.251 -2.028 1.757
H 1.991 -0.720 0.571
H 1.468 0.781 -1.322
H 0.978 -0.833 -1.852
H -1.349 -0.310 -1.562
H -0.751 1.277 -2.066
H -1.583 0.846 -0.167
H -0.551 2.138 0.751
H 0.509 0.472 2.227
```

Relative energy (zero: lowest compared OMol25 entry of this formula, charge and spin) in kJ/mol: 368.0
Charge: 0

These are the Löwdin partial charges, in e, on atoms 1 to 4: number 1, C, carries -0.083; number 2, C, carries -0.258; number 3, C, carries -0.229; number 4, C, carries -0.090



8.
The following is a quantum chemistry calculation of an isolated molecule of C6H10, from the OMol25 dataset.

XYZ file:
```
16
C6H10 (ωB97M-V/def2-TZVPD)
C -1.501 -1.448 -0.765
C -0.424 -0.552 -0.229
C 0.536 -0.880 0.636
C 1.460 0.277 0.928
C 0.655 1.488 0.409
C -0.311 0.906 -0.643
H -1.186 -2.497 -0.787
H -2.401 -1.387 -0.138
H -1.788 -1.153 -1.782
H 0.674 -1.874 1.058
H 1.722 0.373 1.987
H 2.407 0.150 0.384
H 0.060 1.902 1.232
H 1.291 2.293 0.029
H 0.089 0.982 -1.668
H -1.282 1.421 -0.652
```

Relative energy (zero: lowest compared OMol25 entry of this formula, charge and spin) in kJ/mol: 3.6
Charge: 0
SMILES string: CC1=CCCC1

These are the Löwdin partial charges, in e, on atoms 1 to 4: number 1, C, carries -0.061; number 2, C, carries -0.311; number 3, C, carries -0.070; number 4, C, carries -0.194



9.
The following is a quantum chemistry calculation of an isolated molecule of C6H10, from the OMol25 dataset.

XYZ file:
```
16
C6H10 (ωB97M-V/def2-TZVPD)
C 0.396 -1.521 -0.091
C 0.743 -0.223 -0.044
C 2.181 0.195 -0.254
C -0.309 0.693 0.416
C -1.560 1.103 -0.299
C -1.805 -0.184 0.347
H 0.932 -2.249 -0.679
H -0.400 -1.889 0.543
H 2.772 -0.681 -0.542
H 2.332 0.992 -0.986
H 2.607 0.549 0.700
H 0.048 1.495 1.101
H -2.047 1.926 0.206
H -1.570 1.146 -1.378
H -2.286 -0.334 1.302
H -2.033 -1.021 -0.342
```

Relative energy (zero: lowest compared OMol25 entry of this formula, charge and spin) in kJ/mol: 283.9
Charge: 0
SMILES string: C=C(C)C1CC1

These are the Löwdin partial charges, in e, on atoms 1 to 4: number 1, C, carries 0.021; number 2, C, carries -0.362; number 3, C, carries -0.066; number 4, C, carries -0.167



10.
The following is a quantum chemistry calculation of an isolated molecule of C6H10, from the OMol25 dataset.

XYZ file:
```
16
C6H10 (ωB97M-V/def2-TZVPD)
C 2.098 0.587 0.110
C 0.841 0.811 -0.240
C 0.468 1.626 -1.463
C -0.296 0.170 0.465
C -0.614 -1.113 0.352
C -1.780 -1.764 1.065
H 2.892 1.049 -0.467
H 2.394 -0.024 0.953
H 0.571 2.700 -1.310
H 1.116 1.353 -2.299
H -0.562 1.431 -1.752
H -1.007 0.838 0.954
H 0.002 -1.798 -0.225
H -1.847 -2.807 0.762
H -2.721 -1.231 0.961
H -1.555 -1.829 2.133
```

Relative energy (zero: lowest compared OMol25 entry of this formula, charge and spin) in kJ/mol: 98.4
Charge: 0
SMILES string: C=C(C)/C=C/C

These are the Löwdin partial charges, in e, on atoms 1 to 4: number 1, C, carries 0.037; number 2, C, carries -0.378; number 3, C, carries -0.062; number 4, C, carries -0.118



11.
The following is a quantum chemistry calculation of an isolated molecule of C6H10, from the OMol25 dataset.

XYZ file:
```
16
C6H10 (ωB97M-V/def2-TZVPD)
C -0.251 -2.701 -0.463
C -0.715 -1.586 0.079
C 0.112 -0.531 0.720
C 0.190 0.695 0.216
C -0.535 1.157 -1.026
C 0.980 1.781 0.941
H 0.804 -2.953 -0.416
H -0.884 -3.457 -0.909
H -1.784 -1.415 0.010
H 0.710 -0.815 1.573
H -0.614 0.341 -1.751
H 0.022 1.952 -1.517
H -1.552 1.483 -0.779
H 0.258 2.423 1.427
H 1.614 2.309 0.237
H 1.645 1.317 1.657
```

Relative energy (zero: lowest compared OMol25 entry of this formula, charge and spin) in kJ/mol: 90.8
Charge: 0
SMILES string: C=CC=C(C)C

These are the Löwdin partial charges, in e, on atoms 1 to 4: number 1, C, carries -0.002; number 2, C, carries -0.198; number 3, C, carries -0.100; number 4, C, carries -0.346



12.
The following is a quantum chemistry calculation of an isolated molecule of C6H10, from the OMol25 dataset.

XYZ file:
```
16
C6H10 (ωB97M-V/def2-TZVPD)
C 1.692 -0.062 0.350
C 0.633 -1.120 -0.040
C -0.340 0.019 -0.257
C 0.836 0.961 -0.493
C -1.355 0.320 0.808
C -1.792 -0.036 -0.592
H 2.715 -0.302 0.016
H 1.719 0.168 1.411
H 0.895 -1.579 -1.001
H 0.363 -1.894 0.681
H 1.412 0.842 -1.401
H 0.663 2.026 -0.271
H -1.482 -0.419 1.596
H -1.492 1.351 1.130
H -2.244 0.749 -1.191
H -2.222 -1.024 -0.748
```

Relative energy (zero: lowest compared OMol25 entry of this formula, charge and spin) in kJ/mol: 160.5
Charge: 0
SMILES string: C1CC2(C1)CC2

These are the Löwdin partial charges, in e, on atoms 1 to 4: number 1, C, carries -0.153; number 2, C, carries -0.135; number 3, C, carries -0.460; number 4, C, carries -0.103



Taking the records one at a time from the top gives gap between HOMO and LUMO values of 4.80 8.60 8.71 10.11 8.45 8.58 8.97 9.89 9.48 10.26 10.01 10.92 eV.
Taking the records one at a time from the top gives electronic energy values of -162176.7940 -6378.6488 -6378.1953 -6379.9130 -6379.9272 -6379.8296 -6380.0458 -6383.8221 -6380.9172 -6382.8392 -6382.9189 -6382.1961 eV.